[1]
{
  "formula": "C2H3I2NO",
  "method": "wB97M-V/def2-TZVPD",
  "total_charge": 0,
  "gap_ev": [8.34, 5.66],
  "fmax_ev_per_a": 2.6,
  "e_above_lowest_kj_mol": 198.0,
  "symbols": ["C", "C", "N", "O", "I", "I", "H", "H", "H"],
  "positions_angstrom": [[-0.3545, -0.1195, -0.7707], [-0.6584, 0.9255, 0.1922], [-0.0517, -1.2819, -0.1542], [-0.5208, 0.0189, -2.0099], [-0.7860, 0.7391, 2.2126], [3.0116, 0.9661, 0.6776], [-1.0590, 1.8348, -0.1390], [0.0851, -1.1505, 0.8494], [0.3337, -1.9325, -0.8580]],
  "forces_ev_per_angstrom": [[-1.3, 0.0, -1.5], [0.2, 0.3, 0.0], [0.4, 0.0, -1.5], [0.7, 0.0, 2.5], [-0.1, 0.0, 0.3], [-0.1, 0.0, -0.1], [-0.3, 1.1, -0.6], [0.6, -1.3, -0.7], [-0.1, -0.1, 1.6]]
}

[2]
{
  "formula": "C20H25MgN4O2S",
  "method": "wB97M-V/def2-TZVPD",
  "total_charge": 1,
  "gap_ev": 8.02,
  "fmax_ev_per_a": 1.4,
  "symbols": ["Mg", "C", "C", "O", "C", "C", "C", "C", "C", "C", "O", "H", "H", "H", "H", "H", "H", "H", "S", "C", "N", "C", "C", "C", "C", "C", "C", "H", "H", "H", "H", "H", "C", "N", "C", "C", "N", "N", "C", "C", "H", "H", "H", "H", "H", "H", "H", "H", "H", "H", "H", "H", "H"],
  "positions_angstrom": [[0.0908, 0.1336, 0.0104], [4.1895, 0.5102, -0.1367], [2.7530, 0.9521, -0.1347], [1.8907, 0.1359, -0.5244], [2.4023, 2.2553, 0.3309], [3.2974, 3.3365, 0.2082], [2.9132, 4.6067, 0.5439], [1.6450, 4.8309, 1.0921], [0.7930, 3.7817, 1.3301], [1.1232, 2.4653, 0.9339], [0.3122, 1.4897, 1.1726], [4.2109, -0.5782, -0.1162], [4.7173, 0.9154, 0.7219], [4.6993, 0.8400, -1.0418], [4.2730, 3.1617, -0.2179], [3.5822, 5.4352, 0.3791], [1.3498, 5.8416, 1.3379], [-0.1648, 3.9342, 1.8053], [-4.2743, 0.6219, 0.4281], [-2.7367, -0.1094, 0.2360], [-1.8340, 0.5950, -0.3647], [-2.3001, 1.8316, -0.7029], [-1.5747, 2.8442, -1.3268], [-2.1959, 4.0555, -1.5383], [-3.5282, 4.2609, -1.1728], [-4.2782, 3.2561, -0.5973], [-3.6480, 2.0471, -0.3515], [-2.5611, -1.1088, 0.5883], [-0.5445, 2.6681, -1.6133], [-1.6491, 4.8539, -2.0136], [-3.9779, 5.2251, -1.3414], [-5.3160, 3.3924, -0.3414], [-0.0827, -2.4083, 2.3379], [-0.2696, -3.3940, 1.2952], [-0.8760, -4.6318, 1.7405], [-0.1769, -3.0437, -0.0054], [-0.1169, -1.7874, -0.3449], [-0.2104, -4.0312, -0.9591], [-0.3975, -3.6351, -2.3432], [0.5858, -5.2397, -0.8374], [0.3761, -2.9020, 3.1957], [-1.0364, -1.9743, 2.6618], [0.5692, -1.6027, 1.9883], [-1.6145, -4.4038, 2.5111], [-0.1311, -5.3058, 2.1704], [-1.3833, -5.1289, 0.9184], [0.0870, -1.6855, -1.3303], [0.4986, -3.1733, -2.7747], [-1.2376, -2.9473, -2.4280], [-0.6236, -4.5300, -2.9180], [0.9041, -5.3982, 0.1857], [1.4724, -5.1570, -1.4730], [0.0047, -6.1002, -1.1715]],
  "forces_ev_per_angstrom": [[-0.5, -0.8, 0.0], [-0.1, -0.1, -0.1], [0.6, 0.0, -0.1], [1.0, -0.1, -0.4], [-0.4, 0.4, 0.3], [-0.1, 0.0, 0.0], [0.3, 0.1, -0.1], [0.0, -0.3, 0.0], [-0.1, 0.1, -0.1], [0.5, 0.5, 0.2], [-0.3, 0.9, 1.0], [0.0, 0.0, 0.0], [0.1, 0.0, 0.0], [0.0, 0.1, -0.1], [0.1, 0.0, 0.0], [0.1, 0.1, 0.0], [0.0, 0.0, 0.1], [-0.1, 0.0, 0.0], [0.3, 0.2, -0.1], [-0.7, 0.0, 0.0], [-0.1, -0.5, -0.1], [-1.0, 0.9, -0.1], [0.0, -0.1, 0.1], [0.2, -0.1, -0.1], [-0.1, -0.1, 0.0], [0.0, 0.1, 0.0], [0.4, -0.3, 0.0], [0.1, -0.2, 0.0], [0.0, 0.1, 0.0], [0.1, 0.1, 0.0], [-0.1, 0.1, -0.1], [-0.1, 0.1, 0.1], [0.1, 0.2, 0.0], [0.1, 0.0, -0.1], [-0.1, -0.2, 0.1], [-0.1, -0.2, -0.4], [-0.2, -0.3, 0.0], [-0.1, 0.1, 0.1], [-0.1, 0.0, 0.0], [0.1, -0.2, 0.1], [0.0, 0.1, 0.0], [0.0, 0.0, 0.0], [0.0, -0.2, 0.2], [0.0, 0.0, 0.0], [-0.1, 0.0, 0.0], [0.0, 0.0, 0.0], [0.1, -0.4, -0.2], [0.0, 0.0, 0.0], [0.0, 0.0, -0.1], [0.0, 0.0, 0.0], [0.1, 0.0, 0.0], [0.0, 0.0, 0.1], [0.0, 0.0, 0.1]]
}

[3]
{
  "formula": "C22H29BBrClN2O6",
  "method": "wB97M-V/def2-TZVPD",
  "total_charge": 0,
  "gap_ev": 6.75,
  "fmax_ev_per_a": 2.1,
  "e_above_lowest_kj_mol": 52.8,
  "smiles": "C=Cc1cc(Cl)c(B(O)CC)c2c1C(=O)C(Br)=C(OCC)C2=O.CN(C)C=O.CN(C)C=O",
  "symbols": ["C", "C", "C", "C", "C", "Cl", "C", "B", "O", "C", "C", "C", "C", "C", "O", "C", "Br", "C", "O", "C", "C", "C", "O", "H", "H", "H", "H", "H", "H", "H", "H", "H", "H", "H", "H", "H", "H", "H", "C", "N", "C", "C", "O", "H", "H", "H", "H", "H", "H", "H", "C", "N", "C", "C", "O", "H", "H", "H", "H", "H", "H", "H"],
  "positions_angstrom": [[1.2188, -4.3913, 1.7591], [1.4470, -3.8231, 0.5112], [0.8871, -2.5040, 0.2292], [-0.2136, -2.0143, 0.9569], [-0.7203, -0.7579, 0.7292], [-2.0481, -0.1500, 1.6705], [-0.1664, 0.0959, -0.2415], [-0.7514, 1.5706, -0.4835], [0.0953, 2.6479, -0.2260], [-2.2113, 1.7549, -1.0231], [-3.0267, 2.7891, -0.1974], [0.9165, -0.3840, -0.9501], [1.4569, -1.6674, -0.7422], [2.6441, -2.0756, -1.5481], [2.8294, -3.1867, -1.9680], [3.5979, -0.9510, -1.8351], [5.4281, -1.3722, -1.9015], [3.0906, 0.2661, -2.0165], [3.8364, 1.3794, -2.2508], [3.9400, 2.1628, -1.0367], [5.3504, 2.1881, -0.4902], [1.5984, 0.4511, -1.9670], [1.0299, 1.2028, -2.7161], [0.2210, -4.7658, 1.9810], [2.0106, -4.4585, 2.4978], [2.0375, -4.3261, -0.2453], [-0.6826, -2.6018, 1.7342], [0.6753, 2.7607, -0.9895], [-2.7119, 0.7879, -0.9462], [-2.1834, 2.0258, -2.0819], [-2.7616, 2.7634, 0.8523], [-2.8882, 3.7783, -0.6262], [-4.0763, 2.5081, -0.2642], [3.2931, 1.7535, -0.2568], [3.5900, 3.1762, -1.2323], [5.9945, 2.8364, -1.0820], [5.3528, 2.6056, 0.5184], [5.7874, 1.1972, -0.4132], [-1.7296, 6.0855, 4.7325], [-2.1309, 5.2406, 3.6264], [-1.2667, 5.1360, 2.4600], [-3.2819, 4.5424, 3.6363], [-3.6557, 3.8234, 2.7304], [-1.6170, 7.1169, 4.3916], [-0.7761, 5.7404, 5.1378], [-2.4789, 6.0550, 5.5207], [-1.8039, 5.4653, 1.5701], [-0.9662, 4.0986, 2.3096], [-0.3830, 5.7531, 2.6014], [-3.8700, 4.6824, 4.5596], [-2.2290, -5.5619, -3.5235], [-1.7492, -5.5078, -2.1573], [-0.5126, -6.1832, -1.8051], [-2.4071, -4.8476, -1.1860], [-2.0375, -4.7735, -0.0279], [-2.4038, -6.5994, -3.8155], [-1.4879, -5.1243, -4.1951], [-3.1604, -5.0076, -3.6173], [-0.7106, -6.9247, -1.0302], [0.1888, -5.4472, -1.4114], [-0.0844, -6.6705, -2.6770], [-3.3333, -4.3637, -1.5385]],
  "forces_ev_per_angstrom": [[-0.1, 0.0, -0.9], [-0.4, -0.1, 1.1], [-1.4, -0.9, -1.3], [-0.3, 0.4, 0.4], [0.5, 0.0, -0.6], [0.0, -0.2, 0.1], [-0.4, 0.5, 0.0], [0.1, -0.2, -0.4], [-0.2, -0.1, -0.3], [-0.1, -0.1, 0.8], [0.1, -0.6, -0.8], [0.4, -0.5, 0.2], [-0.3, -0.1, 0.2], [-0.3, 0.5, -0.2], [0.2, -0.5, 0.0], [-0.1, -0.2, 0.1], [-0.3, 0.1, -0.1], [0.6, 0.4, -0.1], [-0.2, -0.2, 0.3], [0.1, 0.2, 0.5], [0.2, 0.3, 0.1], [0.2, -0.6, 0.2], [-0.2, 0.7, 0.0], [-0.4, 1.6, 1.0], [0.4, -1.8, -0.6], [1.7, 1.0, 0.6], [0.2, -0.2, 0.0], [0.2, 0.2, 0.2], [-0.1, 0.0, -0.2], [0.1, 0.0, 0.0], [0.0, 0.2, 0.1], [0.0, 0.2, 0.3], [-0.1, 0.3, 0.0], [-0.2, -0.1, -0.2], [0.0, 0.0, -0.3], [0.1, -0.2, -0.2], [-0.2, 0.1, 0.0], [0.0, -0.1, -0.2], [0.1, -0.1, -0.2], [0.1, 0.1, 0.1], [-0.2, -0.1, 0.0], [-0.1, 0.0, 0.0], [0.0, 0.0, 0.1], [0.0, 0.0, 0.1], [0.0, 0.1, 0.1], [0.0, 0.0, 0.0], [0.1, 0.0, 0.0], [0.0, 0.0, -0.1], [0.0, 0.0, 0.1], [0.0, 0.0, 0.0], [0.2, -0.1, 0.1], [-0.1, 0.0, -0.1], [-0.1, 0.2, 0.2], [0.0, 0.1, 0.0], [0.1, 0.0, 0.0], [0.0, 0.0, -0.1], [-0.1, 0.0, -0.1], [0.0, 0.0, 0.0], [0.1, 0.0, 0.0], [0.1, -0.1, 0.0], [-0.1, 0.0, -0.1], [0.0, 0.0, 0.0]]
}

[4]
{
  "formula": "C3H3I",
  "method": "wB97M-V/def2-TZVPD",
  "total_charge": 0,
  "gap_ev": [7.37, 7.43],
  "fmax_ev_per_a": 2.3,
  "e_above_lowest_kj_mol": 196.7,
  "symbols": ["C", "C", "C", "I", "H", "H", "H"],
  "positions_angstrom": [[-0.6442, -0.1637, 0.3062], [0.1475, 0.1705, 1.3637], [-0.0038, -0.3967, -0.8970], [1.5117, 1.7137, 1.2914], [-1.6804, -0.3068, 0.5236], [-0.3257, -1.1245, -1.6448], [0.9949, 0.1074, -0.9431]],
  "forces_ev_per_angstrom": [[0.3, 0.4, -2.2], [0.6, 0.5, 1.8], [0.5, 0.6, 0.9], [0.0, -0.1, -0.1], [-0.6, -0.8, 0.0], [0.0, 0.4, 0.2], [-0.9, -1.0, -0.5]]
}

[5]
{
  "formula": "C21H17BF10NO11PS",
  "method": "wB97M-V/def2-TZVPD",
  "total_charge": -2,
  "gap_ev": 1.84,
  "fmax_ev_per_a": 5.8,
  "symbols": ["O", "P", "C", "O", "B", "C", "C", "C", "F", "F", "C", "F", "F", "S", "F", "F", "F", "F", "F", "C", "O", "N", "C", "O", "F", "O", "C", "C", "O", "O", "H", "H", "H", "H", "H", "H", "H", "H", "H", "C", "C", "C", "O", "C", "C", "C", "O", "H", "H", "H", "H", "C", "C", "C", "O", "C", "C", "C", "O", "H", "H", "H", "H"],
  "positions_angstrom": [[-0.3111, -2.9144, 0.8428], [0.1803, -1.4679, 0.5957], [-0.9660, -0.4435, -0.5185], [-0.5993, -0.6029, -1.9120], [-1.5373, -1.5170, -2.6359], [-0.7845, -2.9806, -2.5550], [-0.6489, -3.8058, -3.9183], [-1.6950, -4.9376, -4.2415], [-2.3748, -4.5264, -5.4635], [-0.9495, -6.1073, -4.6678], [-2.8578, -5.2729, -3.2193], [-3.8366, -6.0092, -3.9941], [-3.6037, -4.1454, -2.7712], [-2.4645, -6.3881, -1.7761], [-2.8106, -5.2238, -0.6228], [-4.1169, -6.7900, -1.7096], [-2.2957, -7.7613, -2.7618], [-0.8408, -6.0624, -1.7859], [-2.1609, -7.4376, -0.4798], [-2.2400, -1.0058, -4.0329], [-3.4968, -0.8387, -4.0510], [-1.5427, -0.6646, -5.3206], [-0.1587, -0.2666, -5.1371], [0.2635, 0.7017, -4.4976], [0.8381, -1.0652, -5.8344], [-2.6909, -1.5106, -1.6911], [-2.4653, -1.0291, -0.3476], [-3.6730, -0.0211, -0.0184], [-3.6541, 1.2281, -0.3194], [-4.8154, -0.5239, 0.6121], [1.4826, -1.4908, -0.0291], [0.1990, -0.7848, 1.8717], [-1.0749, 0.6238, -0.1093], [0.2966, -2.7571, -2.2023], [-1.2657, -3.5589, -1.6987], [0.3965, -4.3049, -3.8929], [-0.5865, -3.0949, -4.8273], [-1.6144, -1.4605, -5.9823], [-2.6581, -1.9404, 0.3109], [2.5697, 0.2919, 3.3211], [3.0562, 0.9160, 4.3947], [3.5946, 2.2899, 4.3044], [4.0412, 2.8608, 5.2857], [3.5719, 2.9459, 2.9801], [3.0855, 2.3217, 1.9063], [2.5470, 0.9483, 1.9957], [2.1013, 0.3799, 1.0179], [2.1719, -0.7143, 3.3686], [3.0796, 0.4504, 5.3724], [3.9698, 3.9553, 2.9324], [3.0616, 2.7874, 0.9286], [1.3892, 6.7663, 3.4129], [0.7958, 7.6419, 4.2253], [1.5523, 8.3349, 5.2896], [1.0116, 9.1328, 6.0330], [2.9915, 8.0211, 5.4175], [3.5846, 7.1457, 4.6054], [2.8280, 6.4532, 3.5412], [3.3694, 5.6551, 2.7979], [0.8505, 6.2490, 2.6286], [-0.2567, 7.8833, 4.1446], [3.5303, 8.5380, 6.2017], [4.6372, 6.9039, 4.6860]],
  "forces_ev_per_angstrom": [[1.1, 2.3, -0.3], [-2.0, -2.8, -0.4], [-1.1, 0.1, 0.2], [0.3, 1.4, 1.6], [-0.7, -0.1, 3.5], [0.9, -0.7, -0.6], [1.3, -0.2, 0.4], [1.6, 1.2, -2.7], [0.8, -1.0, 2.4], [-2.1, 1.7, 1.2], [-3.9, 1.1, -2.3], [2.3, 1.3, 1.6], [2.8, -3.0, -1.2], [-1.2, -2.2, 3.8], [1.2, -1.9, -2.3], [2.6, 0.4, 0.3], [0.3, 2.5, 1.2], [-2.6, -0.4, -0.3], [-0.6, 1.6, -2.1], [-5.1, 1.5, 0.3], [5.0, -0.9, -1.0], [3.2, -0.5, 0.0], [0.6, 2.5, 1.5], [-1.7, -3.8, -2.6], [-2.0, 0.9, 0.7], [-0.3, -0.2, 0.2], [-1.0, -1.1, -1.6], [-4.7, 1.5, 2.1], [1.4, -2.9, 0.3], [5.2, 0.8, -2.4], [-0.8, 0.2, 0.5], [0.2, -0.1, -0.7], [0.7, -1.1, -1.1], [-1.6, -0.5, -0.7], [0.6, 0.6, -1.2], [-1.9, 0.4, -0.2], [-0.4, -1.3, 1.4], [0.0, 0.7, 0.5], [0.9, 1.4, -0.3], [0.1, -0.1, 0.4], [-0.1, -0.2, -0.1], [0.0, 0.1, 0.1], [-0.1, -0.1, -0.1], [0.2, -0.1, -0.2], [0.1, 0.2, 0.2], [-0.2, -0.1, -0.5], [0.7, 0.9, 0.5], [0.0, 0.0, 0.0], [0.0, 0.0, 0.0], [0.0, -0.7, 0.1], [0.0, 0.0, 0.0], [-0.3, 0.1, 0.0], [0.0, -0.2, -0.2], [-0.3, 0.2, 0.2], [0.2, -0.2, -0.2], [0.3, -0.2, -0.1], [0.1, 0.2, 0.3], [0.1, -0.2, -0.2], [-0.3, 1.1, 0.1], [0.0, 0.0, 0.0], [0.0, 0.0, 0.0], [0.0, 0.0, 0.0], [0.0, 0.0, 0.0]]
}

[6]
{
  "formula": "C18H23CeN5O2S",
  "method": "wB97M-V/def2-TZVPD",
  "total_charge": 4,
  "gap_ev": [4.97, 4.97],
  "fmax_ev_per_a": 11.5,
  "e_above_lowest_kj_mol": 0.0,
  "symbols": ["N", "C", "C", "H", "H", "H", "N", "C", "C", "H", "H", "H", "N", "C", "C", "H", "H", "H", "Ce", "C", "O", "C", "O", "C", "C", "C", "C", "C", "C", "H", "H", "H", "H", "H", "H", "S", "C", "N", "C", "C", "C", "N", "H", "H", "H", "H", "H", "H", "H", "H"],
  "positions_angstrom": [[-2.4624, -0.2801, -1.1216], [-3.5171, -0.7691, -1.0557], [-4.8136, -1.3850, -0.9871], [-4.7415, -2.4368, -1.2982], [-5.5130, -0.8581, -1.6525], [-5.1901, -1.3393, 0.0427], [0.1581, 2.6963, -0.6747], [0.3449, 3.8119, -0.4035], [0.5674, 5.1976, -0.1304], [-0.1399, 5.8036, -0.7109], [1.5926, 5.4667, -0.4138], [0.4205, 5.3872, 0.9380], [1.8442, -0.8614, -1.4735], [2.7122, -1.6332, -1.5457], [3.7771, -2.5923, -1.6524], [4.5012, -2.4327, -0.8416], [4.2850, -2.4764, -2.6222], [3.3670, -3.6095, -1.5771], [-0.1904, 0.4821, -1.5702], [1.6036, 0.7628, 0.8428], [2.2251, 0.9818, 1.7836], [-1.4501, 1.1507, 1.1489], [-1.9043, 1.6550, 2.0753], [-1.6862, 1.0421, -3.4784], [-1.1721, -0.2492, -3.7125], [0.2183, -0.4391, -3.8210], [1.0880, 0.6630, -3.6939], [0.5742, 1.9463, -3.4435], [-0.8164, 2.1361, -3.3368], [-2.7583, 1.2046, -3.3672], [-1.8334, -1.1136, -3.7794], [0.6069, -1.4472, -3.9681], [2.1685, 0.5313, -3.7481], [1.2666, 2.7782, -3.3029], [-1.2321, 3.1200, -3.1136], [-0.3694, -1.9387, 0.5516], [0.0219, -1.7581, 2.2134], [1.2621, -2.0151, 2.6748], [1.7257, -1.8497, 4.0582], [0.5595, -1.6796, 5.0075], [-0.5229, -0.8013, 4.4149], [-0.9024, -1.3549, 3.1073], [1.9307, -2.3171, 1.9803], [2.3694, -0.9591, 4.0743], [2.3421, -2.7170, 4.3310], [0.9165, -1.2397, 5.9373], [0.1402, -2.6564, 5.2568], [-0.1571, 0.2306, 4.2920], [-1.4184, -0.7712, 5.0454], [-1.7982, -1.0668, 2.7199]],
  "forces_ev_per_angstrom": [[-1.3, -0.6, -0.4], [1.2, 0.5, -0.1], [-0.4, -0.1, 0.1], [0.0, 0.2, 0.1], [0.1, -0.1, 0.1], [0.0, 0.0, -0.2], [0.2, 1.4, -0.1], [-0.2, -1.2, -0.5], [0.1, 0.4, 0.2], [0.1, -0.1, 0.1], [-0.1, 0.0, 0.1], [0.0, 0.1, -0.1], [1.0, -1.0, -0.6], [-1.0, 0.9, 0.0], [0.4, -0.3, 0.0], [-0.1, 0.0, -0.2], [-0.1, 0.0, 0.2], [0.1, 0.2, 0.0], [0.6, -2.3, 11.2], [1.8, 0.8, 2.9], [-2.0, -0.8, -3.0], [-1.3, 1.9, 2.6], [1.4, -1.7, -2.8], [-0.5, 0.4, -1.4], [-0.1, -0.1, -1.7], [-0.2, -0.1, -1.7], [0.4, 0.3, -1.5], [0.2, 0.4, -1.4], [-0.3, 0.5, -1.3], [0.2, -0.1, -0.1], [0.1, 0.2, 0.0], [0.0, 0.2, 0.0], [-0.3, 0.0, -0.1], [-0.2, -0.1, -0.1], [0.2, -0.2, -0.1], [-0.2, 0.1, -1.2], [0.9, 0.4, 2.5], [-1.1, 0.2, -1.2], [0.4, 0.2, 0.2], [-0.2, -0.3, 0.4], [0.0, 0.0, 0.3], [0.2, 0.6, -1.3], [-0.1, -0.1, 0.1], [0.0, -0.2, 0.0], [-0.2, 0.2, -0.1], [0.0, 0.0, 0.0], [0.0, 0.1, 0.0], [-0.1, -0.2, -0.1], [0.2, -0.1, -0.1], [0.3, -0.4, 0.2]]
}